1.
The following is a DFT calculation (the ωB97M-V functional and the def2-TZVPD basis) of an isolated molecule of C5H9NO2 in a non-equilibrium geometry.

Each line ends with the Mulliken charge.
CARTESIAN COORDINATES (ANGSTROEM)
O  -0.9690  1.1900  0.4945  -0.66
O  1.7481  0.5828  -0.8718  -0.40
N  -0.8330  -1.1923  1.3318  -0.64
C  -1.4635  -0.8555  -0.0579  -0.90
C  -0.4963  0.1343  -0.2279  1.52
C  0.2852  0.5607  -1.3505  -0.96
C  1.8874  0.1197  0.5663  -0.55
C  0.5094  -0.6777  0.5779  -0.19
H  -2.5356  -0.3483  -0.1860  0.23
H  0.6195  -1.6650  0.0780  0.28
H  -0.1234  1.5196  -1.5858  0.37
H  0.2020  -0.0426  -2.4345  0.21
H  -1.3003  -0.4824  1.9482  0.33
H  1.9057  1.0419  1.1260  0.24
H  -0.7003  2.2601  0.2729  0.40
H  -1.4743  -1.7395  -0.5592  0.35
H  2.7383  -0.4057  0.8778  0.37

Cartesian forces (eV/Å) of the 6 atoms listed first:
O -0.283 6.920 1.218
O -0.915 -0.526 0.155
N -1.000 0.813 0.657
C -5.023 -0.035 2.430
C 4.502 0.554 -1.086
C 2.206 -1.048 -4.089

Output
Largest force on an atom ... 7.03 eV Å⁻¹
Electronic energy ... -10910.0456 eV
2S+1 ... 1
SMILES string ... O[C@]12CN[C@@H]1COC2
Relative energy (zero: lowest compared OMol25 entry of this formula, charge and spin) ... 150.6 kcal/mol
Orbital gap ... 0.3501 hartree

2.
The following is a DFT calculation (the ωB97M-V functional and the def2-TZVPD basis) of an isolated molecule of C5H9NO2 in a non-equilibrium geometry.

Each line ends with the Mulliken charge.
CARTESIAN COORDINATES (ANGSTROEM)
O  1.5815  0.6057  1.7831  -0.55
O  1.6857  1.5448  -0.2513  -0.54
N  -1.1438  1.7517  0.2976  -0.57
C  0.0687  -0.3128  0.1480  1.01
C  -1.2714  0.3554  -0.1075  -0.50
C  0.1116  -1.7441  0.6104  -0.81
C  1.1198  0.6199  0.6654  0.01
C  0.5611  -1.4143  -0.7734  -0.70
H  1.4765  1.3007  -1.1614  0.40
H  -1.5869  0.2193  -1.1607  0.30
H  1.6300  -1.4331  -0.9882  0.29
H  -0.0900  -1.6601  -1.6134  0.29
H  0.8718  -2.0004  1.3477  0.26
H  -0.8573  -2.2266  0.7407  0.26
H  -0.2236  2.2149  -0.0294  0.28
H  -1.9173  2.3158  -0.0386  0.24
H  -2.0163  -0.1368  0.5311  0.33

Cartesian forces (eV/Å) of the 6 atoms listed first:
O -0.758 0.087 -1.508
O -0.583 -0.952 0.828
N 1.272 1.326 -0.643
C 0.167 -0.389 -0.381
C 0.046 0.223 -0.166
C 0.054 0.176 0.461

Output
Largest force on an atom ... 2.61 eV Å⁻¹
Electronic energy ... -10914.9796 eV
2S+1 ... 1
SMILES string ... NCC1(C(=O)O)CC1
Relative energy (zero: lowest compared OMol25 entry of this formula, charge and spin) ... 36.8 kcal/mol
Orbital gap ... 0.3683 hartree

3.
The following is a DFT calculation (the ωB97M-V functional and the def2-TZVPD basis) of an isolated molecule of C5H9NO2 in a non-equilibrium geometry.

Each line ends with the Mulliken charge.
CARTESIAN COORDINATES (ANGSTROEM)
O  -1.8601  -1.1030  -0.2857  -0.59
O  0.3709  -1.9245  -0.5042  -0.59
N  0.8419  0.9862  -0.4058  -0.41
C  -0.1867  -0.0825  1.3545  -0.92
C  1.0535  -0.0942  0.5115  0.16
C  1.3646  -1.1537  -0.3710  -0.12
C  -0.4913  1.0501  -0.9749  -0.58
C  -1.2855  0.1159  0.0796  -0.23
H  1.3033  2.0030  -0.2656  0.29
H  -0.4321  -1.1420  1.6532  0.36
H  2.0244  -0.0616  1.0663  0.40
H  -0.4825  0.7207  -2.1583  0.23
H  -0.9670  2.1255  -0.7511  0.29
H  -1.0596  -1.5962  -0.3446  0.53
H  -0.1674  0.7668  2.0153  0.41
H  2.1618  -1.2059  -1.2189  0.38
H  -2.1881  0.5955  0.5999  0.39

Cartesian forces (eV/Å) of the 6 atoms listed first:
O -0.934 1.553 -0.250
O 4.265 -0.529 -0.827
N 2.855 5.079 -1.262
C -1.583 -2.736 -3.449
C 2.936 3.265 2.580
C -4.326 -4.284 -3.721

Output
Largest force on an atom ... 7.14 eV Å⁻¹
Electronic energy ... -10912.1926 eV
2S+1 ... 1
SMILES string ... O=C[C@@H]1C[C@H](O)CN1
Relative energy (zero: lowest compared OMol25 entry of this formula, charge and spin) ... 101.1 kcal/mol
Orbital gap ... 0.3487 hartree

4.
The following is a DFT calculation (the ωB97M-V functional and the def2-TZVPD basis) of a structure of composition C5H9NO2 in a non-equilibrium geometry.

Each line ends with the Mulliken charge.
CARTESIAN COORDINATES (ANGSTROEM)
O  -0.6567  -0.4049  -2.3198  -0.64
O  -0.7340  1.8674  0.4603  -0.42
N  1.3488  -0.9121  0.7392  -0.42
C  0.4107  0.1402  1.0849  0.11
C  -0.1822  0.7337  -0.2463  -0.06
C  0.1961  1.6354  1.4365  -0.54
C  0.5110  -1.4683  -0.3935  -0.74
C  -0.7578  -0.5261  -0.9029  0.09
H  -0.5940  -0.3100  1.2044  0.31
H  -2.3645  -0.5616  -2.6877  0.32
H  -0.3795  1.8918  2.3679  0.19
H  1.0854  -1.6799  -1.1944  0.46
H  2.2384  -0.6568  0.4720  0.27
H  -1.6922  -1.0771  -0.5555  0.38
H  -0.0627  -2.3302  0.0194  0.27
H  0.6218  1.0562  -1.0073  0.21
H  1.0115  2.6023  1.5230  0.20

Cartesian forces (eV/Å) of the 6 atoms listed first:
O -5.479 -1.125 -0.479
O -0.745 -1.039 -2.510
N -3.803 -0.534 0.392
C -1.697 1.941 -2.658
C 1.199 -0.641 -1.339
C 1.457 4.025 5.053

Output
Largest force on an atom ... 6.62 eV Å⁻¹
Electronic energy ... -10906.7361 eV
2S+1 ... 1
Relative energy (zero: lowest compared OMol25 entry of this formula, charge and spin) ... 226.9 kcal/mol
Orbital gap ... 0.2490 hartree

5.
The following is a DFT calculation (the ωB97M-V functional and the def2-TZVPD basis) of a structure of composition C5H9NO2 in a non-equilibrium geometry.

Each line ends with the Mulliken charge.
CARTESIAN COORDINATES (ANGSTROEM)
O  -2.6704  1.1128  -0.1649  -0.41
O  1.6380  0.9334  0.8577  -0.57
N  0.5732  -1.8588  0.0045  -0.42
C  -2.0327  0.2391  0.2923  0.76
C  0.4944  0.9702  -1.2890  -1.25
C  -1.5231  -0.8786  0.7702  -0.81
C  0.3597  0.8960  0.2190  -0.14
C  -0.0457  -0.8818  0.7554  -0.11
H  -0.2220  1.7371  0.6146  0.42
H  1.1054  0.1453  -1.6603  0.33
H  0.9944  1.8952  -1.5921  0.39
H  0.1649  -2.0676  -0.8954  0.22
H  -0.4754  0.9347  -1.7826  0.33
H  2.0797  1.7571  0.6202  0.33
H  -2.1133  -1.7337  1.0670  0.36
H  0.4482  -0.7296  1.7104  0.39
H  1.2248  -2.4707  0.4730  0.20

Cartesian forces (eV/Å) of the 6 atoms listed first:
O 1.188 -0.622 0.559
O 0.130 0.337 -0.153
N 0.263 -0.105 -0.351
C -2.597 -0.257 -0.332
C 0.059 -0.054 0.143
C 0.299 0.407 -0.238

Output
Largest force on an atom ... 3.91 eV Å⁻¹
Electronic energy ... -10913.4123 eV
2S+1 ... 1
Relative energy (zero: lowest compared OMol25 entry of this formula, charge and spin) ... 72.9 kcal/mol
Orbital gap ... 0.3431 hartree

6.
The following is a DFT calculation (the ωB97M-V functional and the def2-TZVPD basis) of a structure of composition C5H9NO2 in a non-equilibrium geometry.

Each line ends with the Mulliken charge.
CARTESIAN COORDINATES (ANGSTROEM)
O  -0.1371  1.8421  0.6449  -0.51
O  -1.0916  1.2992  -1.4807  -0.39
N  1.8365  -0.8784  0.0276  -0.73
C  -1.1465  2.2660  -0.5459  -0.56
C  0.2198  0.6859  0.1920  0.20
C  -0.6602  0.0553  -0.7792  -0.58
C  0.4524  -0.6786  0.2129  1.55
C  -0.1408  -1.7364  1.0701  -1.62
H  1.0992  0.9031  -0.5768  -0.05
H  -0.8204  3.1190  -0.9340  0.36
H  -0.9736  -1.5051  1.4872  0.46
H  2.3104  -2.1127  0.2737  0.24
H  -2.0119  2.5078  -0.3609  0.53
H  -0.1998  -2.5775  0.1917  0.33
H  0.6014  -2.3090  1.6757  0.36
H  -1.7374  -0.2236  -0.3446  0.17
H  2.3997  -0.6570  -0.7539  0.24

Cartesian forces (eV/Å) of the 6 atoms listed first:
O -4.206 3.461 1.363
O 1.420 -2.224 -2.438
N 2.632 -7.047 2.337
C 8.467 -3.822 0.199
C 2.290 1.549 -4.526
C -4.489 0.779 1.413

Output
Largest force on an atom ... 10.30 eV Å⁻¹
Electronic energy ... -10905.7513 eV
2S+1 ... 1
Relative energy (zero: lowest compared OMol25 entry of this formula, charge and spin) ... 249.6 kcal/mol
Orbital gap ... 0.3529 hartree

7.
The following is a DFT calculation (the ωB97M-V functional and the def2-TZVPD basis) of an isolated molecule of C5H9NO2 in a non-equilibrium geometry.

Each line ends with the Mulliken charge.
CARTESIAN COORDINATES (ANGSTROEM)
O  1.6391  -1.6133  -0.7064  -0.52
O  1.8706  0.7043  -0.4158  -0.27
N  -2.5001  0.9706  -0.6175  -0.65
C  1.8117  1.8839  0.0473  -0.50
C  -1.7337  -0.0176  -0.7986  0.10
C  -1.2498  -0.8836  0.2716  -0.83
C  1.3061  -0.4344  -0.0858  0.34
C  0.1641  -0.6128  0.9298  -0.49
H  -0.0693  0.2671  1.5855  0.31
H  1.1891  2.2466  0.8246  0.28
H  -2.1354  -0.9976  1.0200  0.38
H  -2.8704  1.3321  0.2746  0.25
H  -1.2595  -0.2166  -1.7387  0.38
H  2.6653  2.4572  -0.3789  0.23
H  -1.2237  -1.8769  0.0208  0.34
H  1.9283  -1.6985  -1.6249  0.32
H  0.4676  -1.5106  1.3924  0.34

Cartesian forces (eV/Å) of the 6 atoms listed first:
O 0.170 -0.231 0.397
O -0.670 -5.381 -0.009
N -0.153 0.982 -1.660
C 1.943 3.371 -0.767
C -0.071 1.344 1.692
C -1.080 -0.175 3.066

Output
Largest force on an atom ... 5.42 eV Å⁻¹
Electronic energy ... -10910.3339 eV
2S+1 ... 1
Relative energy (zero: lowest compared OMol25 entry of this formula, charge and spin) ... 143.9 kcal/mol
Orbital gap ... 0.2560 hartree

8.
The following is a DFT calculation (the ωB97M-V functional and the def2-TZVPD basis) of an isolated molecule of C5H9NO2 in a non-equilibrium geometry.

Each line ends with the Mulliken charge.
CARTESIAN COORDINATES (ANGSTROEM)
O  0.6304  -1.5690  -0.6164  -0.37
O  1.0288  1.7241  0.1693  -0.61
N  -1.6578  0.2173  0.5697  -0.35
C  -0.5239  -0.9417  -1.3613  -0.63
C  0.4782  0.5001  0.2690  0.67
C  1.3500  -0.5027  0.0650  -0.83
C  -0.8668  0.3585  -0.6256  -0.04
C  -0.5621  0.1313  1.5670  -0.66
H  2.4101  -0.2204  -0.4509  0.39
H  -2.6131  0.4992  0.5722  0.20
H  -1.2665  1.3093  -0.9685  0.51
H  -1.5502  -1.4767  -1.3349  0.28
H  1.5999  -0.7756  1.2339  0.23
H  -0.3666  1.0603  2.4641  0.26
H  -0.2875  -0.9025  -2.5226  0.22
H  1.5488  1.5468  -0.8331  0.43
H  -0.3962  -1.0754  1.9443  0.29

Cartesian forces (eV/Å) of the 6 atoms listed first:
O -1.122 1.094 -0.297
O 3.082 1.301 -3.756
N 0.945 -1.434 1.089
C -1.270 -0.401 -1.887
C -7.386 3.103 1.480
C 5.445 -6.017 0.685

Output
Largest force on an atom ... 8.15 eV Å⁻¹
Electronic energy ... -10909.8732 eV
2S+1 ... 1
SMILES string ... O[C@@]12CN[C@@H]1COC2
Relative energy (zero: lowest compared OMol25 entry of this formula, charge and spin) ... 154.6 kcal/mol
Orbital gap ... 0.3328 hartree

9.
The following is a DFT calculation (the ωB97M-V functional and the def2-TZVPD basis) of an isolated molecule of C5H9NO2 in a non-equilibrium geometry.

Each line ends with the Mulliken charge.
CARTESIAN COORDINATES (ANGSTROEM)
O  0.1080  0.0084  -1.8418  -0.53
O  0.9195  1.4299  -0.1682  -0.57
N  0.0437  -0.9552  1.6842  -0.49
C  -2.5943  1.0741  0.3457  -0.92
C  -1.4138  0.5312  0.4731  -0.28
C  -0.3820  -0.2956  0.5229  0.56
C  0.6403  0.0409  -0.5516  1.05
C  1.8997  -0.8113  -0.5611  -1.66
H  -3.4419  0.5045  -0.0100  0.27
H  -0.7570  0.4393  -1.8362  0.33
H  1.6201  -1.8589  -0.6501  0.35
H  2.4786  -0.6465  0.3435  0.37
H  0.4508  -1.8619  1.5061  0.24
H  1.3919  1.8565  -0.8962  0.33
H  -2.7966  2.0865  0.6658  0.26
H  2.4960  -0.5450  -1.4318  0.42
H  -0.6629  -0.9967  2.4057  0.27

Cartesian forces (eV/Å) of the 6 atoms listed first:
O 0.101 -0.116 -0.112
O 0.482 -0.609 -0.714
N 0.115 -0.212 -0.015
C 0.246 0.142 0.249
C -0.645 -1.594 0.339
C -0.521 1.488 0.123

Output
Largest force on an atom ... 1.75 eV Å⁻¹
Electronic energy ... -10913.9878 eV
2S+1 ... 1
SMILES string ... C=C=C(N)C(C)(O)O
Relative energy (zero: lowest compared OMol25 entry of this formula, charge and spin) ... 59.7 kcal/mol
Orbital gap ... 0.3307 hartree

10.
The following is a DFT calculation (the ωB97M-V functional and the def2-TZVPD basis) of an isolated molecule of C5H9NO2 in a non-equilibrium geometry.

Each line ends with the Mulliken charge.
CARTESIAN COORDINATES (ANGSTROEM)
O  0.3095  0.1628  -2.3198  -0.49
O  0.1857  2.7065  2.2765  -0.49
N  0.7255  -0.0059  -0.1119  -0.05
C  -0.2571  -1.0787  0.4099  -0.47
C  0.3212  1.3303  0.2126  -0.68
C  1.1360  -0.1240  -1.4559  -0.09
C  0.8527  1.9657  1.5513  -0.08
C  -1.4715  -1.6238  -0.4302  -1.03
H  -2.4580  -1.3102  -0.1029  0.31
H  0.4624  -2.0133  0.5305  0.30
H  -0.5970  -0.5341  1.2957  0.40
H  -0.7724  1.3177  0.2646  0.30
H  -1.4831  -2.7200  -0.3938  0.33
H  -1.5342  -1.4167  -1.4649  0.33
H  2.1568  -0.3739  -1.6068  0.44
H  1.8196  1.7048  1.8637  0.42
H  0.6040  2.0128  -0.5186  0.54

Cartesian forces (eV/Å) of the 6 atoms listed first:
O 2.242 -0.785 0.460
O 1.056 -1.370 -1.804
N 0.301 -1.341 1.069
C 2.077 -0.924 -1.259
C -1.466 -0.106 2.294
C -3.861 1.296 -0.890

Output
Largest force on an atom ... 4.17 eV Å⁻¹
Electronic energy ... -10913.5210 eV
2S+1 ... 1
SMILES string ... CCN(C=O)CC=O
Relative energy (zero: lowest compared OMol25 entry of this formula, charge and spin) ... 70.4 kcal/mol
Orbital gap ... 0.3569 hartree

11.
The following is a DFT calculation (the ωB97M-V functional and the def2-TZVPD basis) of an isolated molecule of C5H9NO2.

Each line ends with the Mulliken charge.
CARTESIAN COORDINATES (ANGSTROEM)
O  2.1955  0.0431  2.3194  -0.68
O  -2.3152  -0.2022  -0.1820  -0.55
N  0.9421  0.0909  2.4756  0.18
C  -0.0282  0.0568  1.5982  -0.63
C  -0.9587  -0.0761  -2.1110  -1.21
C  1.4188  0.0794  -0.4950  -1.48
C  -1.0334  -0.0873  -0.6189  0.74
C  0.0712  0.0023  0.1693  1.06
H  0.6313  0.1626  3.4597  0.23
H  -1.0110  0.1139  2.0522  0.12
H  -0.3995  -0.9359  -2.4758  0.29
H  -0.4584  0.8220  -2.4653  0.29
H  1.4991  0.9884  -1.0913  0.28
H  -2.3616  -0.2613  0.7783  0.24
H  -1.9666  -0.1100  -2.5126  0.39
H  2.2036  0.0856  0.2558  0.44
H  1.5708  -0.7722  -1.1565  0.29

Cartesian forces (eV/Å) of the 6 atoms listed first:
O 0.366 -0.021 -0.021
O -0.149 0.034 0.039
N -0.812 -0.016 0.439
C -0.187 0.042 0.340
C -0.188 -0.022 0.203
C 0.152 0.057 -0.070

Output
Largest force on an atom ... 0.92 eV Å⁻¹
Electronic energy ... -10913.3758 eV
2S+1 ... 1
SMILES string ... C/C(O)=C(C)/C=[NH+]\[O-]
Relative energy (zero: lowest compared OMol25 entry of this formula, charge and spin) ... 73.8 kcal/mol
Orbital gap ... 0.2970 hartree

12.
The following is a DFT calculation (the ωB97M-V functional and the def2-TZVPD basis) of a cluster of 2 separate species, C5H9NO2 in total in a non-equilibrium geometry.

Each line ends with the Mulliken charge.
CARTESIAN COORDINATES (ANGSTROEM)
O  3.1174  0.1385  0.6572  -0.52
O  -1.2035  -0.8763  -0.5224  -0.53
N  -0.5429  1.6512  -1.5157  -0.63
C  2.0832  -0.3483  0.2212  0.33
C  -2.0951  0.1199  1.5001  -1.31
C  1.9968  -1.1894  -1.0148  -0.82
C  -1.2877  0.0780  0.2410  0.85
C  -0.8020  1.4553  -0.2709  -0.11
H  -0.7306  2.2537  0.4822  0.35
H  2.9898  -1.5337  -1.3118  0.34
H  -3.0268  0.6624  1.3251  0.36
H  -2.3379  -0.9017  1.8053  0.34
H  1.5624  -0.5911  -1.8192  0.21
H  1.1089  -0.2287  0.7807  0.19
H  -1.5179  0.6023  2.2924  0.34
H  -0.6799  0.7673  -2.0333  0.32
H  1.3661  -2.0592  -0.8171  0.28

Cartesian forces (eV/Å) of the 6 atoms listed first:
O -1.618 -0.587 -0.584
O 0.070 0.824 1.330
N -0.341 -0.170 1.728
C 1.124 0.376 0.895
C 0.462 -0.910 0.354
C 0.283 -0.147 0.090

Output
Largest force on an atom ... 2.19 eV Å⁻¹
Electronic energy ... -10914.6080 eV
2S+1 ... 1
SMILES string ... [H]/N=C\C(C)=O.CC=O
Relative energy (zero: lowest compared OMol25 entry of this formula, charge and spin) ... 45.4 kcal/mol
Orbital gap ... 0.3477 hartree

Molecular weight per entry: 115.132; 115.132; 115.132; 115.132; 115.132; 115.132; 115.132; 115.132; 115.132; 115.132; 115.132; 115.132 g mol⁻¹